87
Properties=species:S:1:pos:R:3:forces:R:3:mulliken_charge:R:1 method="wB97M-V/def2-TZVPD" orbital_gap_ev=3.271 de_lowest_kj_mol=1210.3 largest_force_ha_per_bohr=0.1432 multiplicity=1 total_charge=-1 homo_ev=-2.3
C -3.24334 -5.42480 4.67225 -0.477 -0.307 -0.189 -0.936
C -3.38844 -3.99659 5.49697 0.480 -0.439 -0.349 -0.317
C -4.43363 -2.94732 4.74967 0.142 -0.538 0.980 -0.455
C -4.11227 -1.36032 5.12462 -0.128 -0.352 -0.095 -0.457
C -4.15456 -0.37105 3.78789 -0.804 0.234 0.469 -0.554
C -2.94714 0.74965 3.79145 -1.014 0.096 0.256 -0.560
C -2.48808 1.25167 2.29256 0.590 -0.101 1.304 -0.251
C -1.63033 2.67345 2.46279 -1.565 0.066 -0.376 -0.651
C -1.58841 3.49903 1.02577 0.809 0.210 0.680 -0.291
C -0.00595 3.94288 0.72581 -0.881 0.767 -0.496 -0.928
C 0.42044 3.64086 -0.85781 -0.060 1.436 -0.087 0.194
C 1.88617 2.93134 -1.02418 0.087 0.218 1.489 -1.288
C 1.82246 1.43365 -1.77590 0.338 2.075 -0.102 -0.767
N 1.27784 1.68553 -3.12551 0.426 -1.463 1.492 0.558
C 0.39609 0.67956 -3.75500 -0.977 0.791 -3.563 0.326
C 0.98033 0.45660 -5.31076 -1.304 -0.394 -0.477 -1.103
C -1.12597 1.32766 -4.00916 -0.975 -0.624 1.297 -0.649
C -2.32214 0.18369 -3.90375 -0.351 0.188 -1.224 -0.309
C -1.97578 -1.20591 -4.72868 -1.180 -0.530 0.661 -0.887
C 3.35495 0.76292 -1.72741 -0.140 1.334 1.394 -0.533
I 3.49637 -1.06047 -3.01421 -0.162 0.683 0.536 0.170
O 3.58154 0.46633 -0.30696 0.787 -1.153 -2.271 -0.081
C 4.68857 -0.44263 -0.04495 -0.009 0.875 1.067 -0.087
Cl 5.53029 0.24810 1.50677 -0.751 -0.753 -1.411 -0.166
P 4.12588 -2.22568 0.50888 5.653 -3.501 -1.192 0.525
O 5.43394 -3.13977 0.27665 -3.886 2.899 0.586 -0.713
C 4.55913 1.72511 -2.22465 1.209 -0.446 -1.625 0.103
Cl 5.29697 2.83049 -0.87950 -0.980 -1.017 -1.086 -0.146
C 4.32375 2.65135 -3.53706 1.062 0.699 -1.390 -0.404
C 4.53973 1.85169 -4.99058 0.758 -0.348 0.534 -0.909
P 0.67038 0.42049 -0.57516 -0.947 -0.324 7.296 1.011
O 0.87269 0.85967 0.96428 -0.538 -1.301 -6.013 -0.726
O -1.02893 0.64427 -0.88121 1.984 -2.004 -0.107 -0.369
O 0.97291 -1.29564 -0.61455 -2.391 2.089 -0.156 -0.422
H -2.81071 -6.26527 5.36746 -0.674 1.864 -1.392 0.333
H -2.51139 -5.35141 3.74462 -1.536 0.038 2.228 0.133
H -4.30343 -5.81804 4.30508 1.745 0.963 0.774 0.276
H -3.73570 -4.28184 6.59583 0.524 0.891 -2.228 0.169
H -2.31673 -3.49218 5.57333 -2.185 -1.328 -0.261 0.241
H -5.50898 -3.22980 5.15448 2.005 0.668 -1.106 0.182
H -4.39286 -3.15304 3.59161 -0.044 0.554 2.256 0.270
H -3.04850 -1.28202 5.64924 -2.218 -0.245 -1.213 0.333
H -4.92157 -1.01687 5.93056 1.806 -0.548 -1.790 0.267
H -4.19203 -1.00354 2.78802 0.378 1.179 2.097 0.272
H -5.20307 0.19533 3.83783 2.234 -1.087 -0.309 0.184
H -3.37584 1.68748 4.39207 1.055 -1.923 -1.254 0.205
H -2.06840 0.30561 4.42496 -1.426 0.948 -1.451 0.331
H -3.44863 1.39459 1.60923 2.072 -0.189 1.406 0.282
H -1.78130 0.40506 1.86179 -1.468 1.881 0.639 -0.023
H -0.56592 2.49947 2.92312 -2.107 0.148 -1.137 0.296
H -2.24149 3.35549 3.22709 1.320 -1.546 -1.518 0.344
H -2.26348 4.47167 1.13365 1.493 -2.029 -0.286 0.427
H -2.02808 2.88220 0.12552 1.011 1.008 1.917 0.047
H 0.75181 3.47993 1.48911 -1.623 0.546 -1.661 0.387
H 0.01589 5.11481 0.90829 0.202 -2.369 -0.514 0.344
H 0.51620 4.72604 -1.34718 -0.213 -2.377 0.832 0.350
H -0.45195 3.11646 -1.46868 1.902 0.837 1.504 -0.367
H 2.59097 3.68531 -1.57684 -1.248 -1.860 0.690 0.325
H 2.33267 2.82909 0.07864 -0.927 -0.106 -2.602 0.454
H 1.09611 2.67694 -3.37640 -0.037 -1.334 0.607 0.493
H 0.36881 -0.39455 -3.30128 0.127 2.362 -0.190 0.136
H 1.59433 1.39025 -5.67780 -1.021 -1.992 0.932 0.259
H 0.04662 0.38267 -6.05071 2.111 0.041 1.574 0.344
H 1.54893 -0.56315 -5.38603 -0.746 2.179 0.012 0.060
H -1.23028 1.85058 -5.05125 0.510 -1.041 1.917 0.541
H -1.38635 2.13272 -3.18036 0.716 -1.626 -1.655 0.003
H -3.28893 0.64997 -4.42619 2.055 -0.963 1.168 0.349
H -2.64130 -0.06977 -2.80614 0.908 0.539 -2.097 0.064
H -3.00484 -1.79608 -4.82983 2.197 1.175 0.207 0.359
H -1.60038 -1.02662 -5.82283 -0.504 -0.296 2.275 0.180
H -1.26897 -1.93010 -4.09761 -1.280 1.711 -1.593 0.208
H 5.54592 -0.47169 -0.83816 -1.888 -0.172 1.401 0.339
H 3.84669 -2.30360 1.92240 -0.577 0.746 -0.964 0.140
H 3.10492 -2.78030 -0.34238 0.029 0.990 0.810 0.061
H 5.46787 0.99709 -2.49911 -2.029 1.721 0.690 0.423
H 3.32970 3.26341 -3.57903 1.846 -1.440 0.352 0.158
H 5.19709 3.46728 -3.53486 -1.915 -1.864 0.222 0.446
H 4.68554 2.63821 -5.85812 -0.579 -1.590 1.789 0.319
H 5.55734 1.22925 -4.94299 -2.154 1.375 -0.004 0.263
H 3.69890 1.06961 -5.21207 1.553 1.783 0.346 0.095
H -1.56738 -0.16696 -0.59074 1.290 1.675 -0.474 0.275
H 0.16685 -1.73083 -0.16387 1.869 0.859 -0.743 0.428
C 0.35386 -5.43701 3.87099 0.446 -0.094 -0.070 -0.742
O -0.61487 -5.23247 4.75078 0.036 0.252 0.435 -0.740
H 0.06637 -5.85123 2.88957 -0.585 -0.363 -0.752 0.237
H 0.94520 -4.56002 3.55708 0.329 0.898 -0.086 0.074
H 1.15931 -6.13398 4.15872 0.410 -0.514 0.439 0.237

***

122
Properties=species:S:1:pos:R:3:forces:R:3:mulliken_charge:R:1 method="wB97M-V/def2-TZVPD" orbital_gap_ev=8.523 largest_force_ha_per_bohr=0.0257 multiplicity=1 total_charge=0 homo_ev=-8.7
H -4.04088 -6.16988 -0.08786 -0.002 0.011 -0.066 0.281
N -3.02662 -6.29568 -0.09967 0.019 0.021 0.116 -0.790
C -2.40529 -5.19656 -0.13101 -0.050 -0.288 -0.076 -0.449
C -3.06310 -3.83530 -0.01052 0.058 -0.168 0.130 -1.324
C -2.92844 -2.72384 -1.09204 -0.322 -0.150 0.272 1.326
C -3.52381 -3.12448 -2.46739 -0.004 -0.001 -0.304 -1.383
S -4.78137 -4.40368 -2.68787 -0.017 0.154 -0.475 1.234
O -4.11261 -5.65084 -2.90551 -0.080 -0.049 0.337 -0.645
O -5.69781 -3.91116 -3.68060 0.036 -0.007 0.118 -0.633
C -3.47835 -1.40270 -0.37416 0.006 0.052 0.363 1.251
C -4.78136 -1.62135 0.45657 -0.226 0.445 0.046 -2.296
C -6.19803 -1.75883 -0.06790 0.244 -0.206 -0.129 -0.226
C -6.58964 -1.99842 -1.37123 0.409 0.097 -0.083 -0.026
C -7.92114 -2.14722 -1.70800 -0.267 -0.086 -0.217 -1.457
C -8.89473 -2.05658 -0.73786 -0.242 0.104 0.135 -0.606
C -8.51965 -1.80955 0.57469 -0.220 -0.020 0.089 -0.829
C -7.18887 -1.67341 0.90121 -0.095 0.035 0.345 -0.897
S -3.64449 0.05838 -1.50096 0.684 0.074 -1.129 1.425
O -4.51487 -0.15164 -2.62038 -0.325 -0.254 0.308 -0.763
O -2.32151 0.53178 -1.77049 -0.194 0.122 0.340 -0.293
C -4.39131 1.55397 -0.56704 -0.111 0.440 0.300 0.100
F -4.48534 1.39654 0.77007 -0.033 -0.199 -0.149 -0.227
F -3.49028 2.52720 -0.78956 -0.302 -0.312 0.218 0.002
C -5.75160 2.07610 -1.12137 -0.021 0.065 -0.126 0.643
F -5.51828 2.59699 -2.34026 0.025 -0.161 0.281 -0.306
F -6.65843 1.09151 -1.23853 0.153 0.004 0.102 -0.083
C -6.39568 3.20600 -0.23141 -0.414 0.369 -0.472 0.522
F -5.45769 3.95321 0.37485 -0.061 -0.301 -0.106 -0.268
F -7.08291 4.00583 -1.08318 0.217 -0.156 0.344 -0.299
C -7.43486 2.72061 0.83483 -0.192 0.163 0.333 0.556
F -7.55440 3.67997 1.77006 -0.057 -0.475 -0.453 -0.267
F -7.03875 1.59272 1.44221 -0.187 0.337 -0.196 -0.173
F -8.63211 2.52123 0.26711 0.645 -0.030 0.318 -0.249
C -2.46840 -0.88313 0.71505 0.083 -0.484 -0.183 -3.039
C -0.93930 -1.10850 0.64773 0.303 1.026 0.367 1.371
C -0.15476 0.19210 0.34109 0.194 -0.081 -0.108 -1.834
C 1.07005 0.03477 -0.55721 0.166 0.392 0.107 0.450
C 2.29027 -0.60068 0.11678 -0.509 -0.077 0.064 -2.021
C 2.88871 0.28094 1.21019 0.685 -0.290 -0.093 -0.014
C 3.53770 1.56725 0.66454 -0.364 0.241 -0.114 -0.954
C 2.92865 2.87184 1.22903 -0.171 -0.447 -0.128 -1.016
C 1.81959 3.35538 0.30075 0.005 -0.093 0.039 0.500
S 1.32147 5.06461 0.65982 0.010 0.068 0.142 -0.285
C 0.03851 5.15582 -0.50613 0.016 0.036 -0.110 0.487
N -0.24152 6.11568 -1.31543 0.068 0.083 0.048 -0.443
N -1.35876 5.70265 -2.04093 -0.029 0.098 -0.046 -0.403
C -1.63802 4.52931 -1.61824 -0.162 -0.048 -0.169 -0.257
O -0.81696 4.10545 -0.63756 0.048 -0.152 0.106 0.045
P -0.24873 -1.62145 2.33249 0.215 -0.232 -0.367 -0.192
O -1.17919 -2.96745 2.47486 -0.129 0.077 0.375 -0.411
I -1.37802 0.02282 3.79900 -0.036 -0.021 0.019 -0.129
O -0.46388 -2.18487 -0.19611 -0.532 -0.311 0.207 -0.379
S -1.16841 -2.56625 -1.54865 0.144 -0.268 -0.498 1.152
O -0.68807 -3.87400 -1.85836 0.069 0.034 0.147 -0.788
O -1.04799 -1.56723 -2.55521 -0.008 0.026 0.221 -0.369
H -1.32401 -5.25684 -0.13881 0.060 0.194 -0.020 0.533
H -4.12083 -4.03372 0.16649 -0.043 0.019 -0.225 0.840
H -2.69416 -3.43374 0.93301 0.091 0.085 0.007 -0.060
H -2.72752 -3.58443 -3.05923 -0.027 -0.067 -0.006 0.882
H -3.88100 -2.28778 -3.05967 -0.032 0.186 0.199 0.473
H -5.45210 -4.43404 -1.50986 0.030 -0.074 0.047 0.083
H -4.60632 -2.45396 1.13506 0.157 -0.030 -0.118 1.290
H -4.82016 -0.78532 1.15124 0.044 0.194 -0.032 0.903
H -5.87329 -2.02232 -2.16707 0.156 0.038 -0.134 1.333
H -8.18657 -2.32812 -2.74018 0.020 -0.025 -0.040 0.485
H -9.94257 -2.15181 -0.98583 -0.018 -0.040 -0.069 0.429
H -9.26852 -1.71761 1.35015 -0.032 -0.027 -0.002 0.419
H -6.92377 -1.49532 1.93704 0.082 0.050 0.024 0.444
H -2.84066 -1.27003 1.66094 0.058 -0.179 -0.032 1.154
H -2.57593 0.19314 0.80330 -0.062 0.010 0.062 1.056
H 0.21108 0.60943 1.28671 -0.182 0.004 0.087 0.688
H -0.83068 0.94017 -0.06597 0.026 -0.030 -0.138 0.053
H 1.35787 1.05184 -0.82021 -0.045 -0.062 -0.214 0.209
H 0.81839 -0.43328 -1.50366 -0.028 -0.104 0.013 0.393
H 3.04236 -0.79840 -0.65000 0.065 0.037 0.003 0.486
H 2.03142 -1.57485 0.54458 0.023 -0.034 -0.054 0.285
H 3.66327 -0.30299 1.70971 -0.072 -0.004 0.109 0.190
H 2.17730 0.51442 2.00443 -0.117 0.013 -0.073 0.454
H 4.61572 1.55690 0.82462 0.003 -0.046 0.135 0.408
H 3.38923 1.58174 -0.41968 0.228 0.011 -0.048 0.629
H 3.69345 3.63340 1.37953 -0.006 0.078 -0.056 0.517
H 2.48229 2.62433 2.19216 0.201 0.308 0.208 0.502
H 0.94373 2.72334 0.43099 -0.012 0.022 -0.053 -0.460
H 2.12483 3.30395 -0.74480 0.035 0.056 -0.002 0.212
H -2.41291 3.85856 -1.94826 0.158 0.192 -0.092 0.598
H -0.99484 -3.42189 3.30670 -0.007 -0.146 -0.074 0.355
O 1.94757 1.68030 -3.10888 0.006 0.040 0.076 -0.582
C 1.62074 1.10865 -4.10811 0.113 -0.005 -0.207 0.530
C 1.77466 1.58612 -5.54135 -0.335 -0.120 -0.080 -0.629
C 0.83773 0.65456 -6.30866 0.057 0.078 0.050 -0.522
C 0.87005 -0.59801 -5.43997 -0.093 -0.058 -0.114 -0.386
O 1.05958 -0.12145 -4.09879 0.144 0.151 0.102 -0.222
H 2.81852 1.45636 -5.83190 0.025 0.041 0.016 0.287
H 1.50748 2.63609 -5.61874 0.135 0.050 0.047 0.334
H 1.13385 0.46609 -7.33822 0.048 -0.035 0.016 0.343
H -0.16981 1.07160 -6.31705 -0.014 -0.015 -0.002 0.260
H 1.70450 -1.25638 -5.69130 0.017 0.014 -0.005 0.271
H -0.05273 -1.17135 -5.46826 -0.007 -0.011 0.102 0.256
O 3.80058 1.32301 4.06938 -0.033 0.037 -0.033 -0.584
C 4.88960 0.86108 4.25482 -0.027 0.047 0.201 0.571
C 6.01466 1.42724 5.09910 0.254 -0.094 -0.251 -0.593
C 7.23320 0.63867 4.61654 -0.254 0.102 0.105 -0.235
C 6.59911 -0.67537 4.17885 0.016 0.083 0.066 -0.488
O 5.27707 -0.31422 3.71681 0.050 -0.122 -0.042 -0.338
H 5.78176 1.23387 6.14772 -0.027 0.038 0.016 0.287
H 6.09826 2.49906 4.94189 -0.113 0.036 0.109 0.302
H 8.00916 0.50691 5.36357 0.011 -0.047 0.004 0.376
H 7.67715 1.14143 3.75887 0.038 -0.020 -0.021 0.096
H 6.49036 -1.37807 5.00752 -0.018 0.016 0.017 0.196
H 7.12987 -1.16502 3.37213 -0.075 -0.012 -0.078 0.374
O 9.52160 -0.99199 3.52414 0.109 0.016 0.072 -0.577
C 10.23870 -0.14824 3.07049 0.010 -0.125 -0.240 0.576
C 11.12775 -0.24077 1.84452 0.237 0.189 0.158 -0.493
C 12.06556 0.95364 2.01535 -0.051 -0.094 -0.003 -0.484
C 11.19229 1.92171 2.80546 0.075 0.035 -0.072 -0.423
O 10.34022 1.08638 3.61189 0.029 0.060 0.069 -0.327
H 10.49589 -0.14878 0.95949 -0.013 -0.049 -0.012 0.258
H 11.63923 -1.19842 1.82286 -0.115 -0.075 -0.064 0.318
H 12.43094 1.37555 1.08216 -0.056 0.026 -0.016 0.327
H 12.92806 0.66120 2.61496 0.012 0.018 0.005 0.257
H 10.55858 2.53198 2.15886 -0.005 -0.015 -0.018 0.267
H 11.75447 2.57594 3.46619 -0.048 -0.022 0.074 0.299

***

21
Properties=species:S:1:pos:R:3:forces:R:3:mulliken_charge:R:1 method="wB97M-V/def2-TZVPD" orbital_gap_ev="7.232 / 7.238" de_lowest_kj_mol=558.8 largest_force_ha_per_bohr=0.0726 multiplicity=1 total_charge=0 homo_ev="-6.6 / -6.6"
C 1.64006 -0.06445 1.00070 -0.940 0.383 0.345 -0.377
C -1.33048 1.81909 -0.02925 0.017 2.946 -2.127 -0.186
C -1.90154 1.01703 0.90279 -2.144 1.456 2.662 -0.213
C -0.64154 1.18088 -1.09365 -0.221 0.886 0.948 -0.829
C -1.84653 -0.32566 0.89395 2.455 0.795 -2.701 -0.518
C -0.45479 -0.17983 -1.06613 -0.336 2.333 -1.125 0.028
C -1.02626 -2.26587 -0.25528 -1.287 0.772 2.484 -0.545
N 2.42531 -0.97980 0.45096 1.019 -0.761 -0.451 0.189
N 2.08550 1.05815 0.34959 -1.278 -0.888 1.685 0.221
N 3.31410 -0.45852 -0.45571 0.602 1.035 0.668 -0.269
N 3.13540 0.79714 -0.43748 -0.085 -0.178 -1.996 -0.356
N -1.05083 -0.93688 -0.09082 -1.588 -1.548 -0.349 0.221
H -1.60579 2.95582 -0.06933 0.823 -2.350 0.091 0.243
H -2.52600 1.49328 1.73673 1.071 -0.745 -1.198 0.269
H -0.24143 1.80857 -1.90980 -0.156 -0.699 0.405 0.351
H -1.95537 -0.89130 1.71940 -1.039 -1.941 2.412 0.423
H -0.02982 -0.57591 -1.98650 -0.020 -0.837 0.711 0.286
H -1.65076 -2.91819 0.42124 1.179 0.794 -1.159 0.195
H -0.35471 -2.43132 -1.01809 1.014 -1.891 -1.356 0.269
H 2.57062 -1.98745 0.62635 -0.690 1.165 0.106 0.249
H 1.44488 1.88519 0.31034 1.604 -0.728 -0.056 0.348

***

19
Properties=species:S:1:pos:R:3:forces:R:3:mulliken_charge:R:1 method="wB97M-V/def2-TZVPD" orbital_gap_ev="8.688 / 8.688" de_lowest_kj_mol=491.5 largest_force_ha_per_bohr=0.0899 multiplicity=1 total_charge=+1 homo_ev="-14.1 / -14.1"
C 1.93360 1.11189 -0.25266 -1.170 0.309 3.187 -0.434
C 1.94992 -0.12622 0.26458 1.033 -0.822 -1.848 -0.337
C -1.53403 0.22497 0.10621 -1.451 1.749 -0.475 0.459
C 0.50227 1.71640 -0.14228 -0.091 0.809 -0.308 -0.214
C -1.49826 -1.21505 -0.10820 -1.402 -3.279 -0.359 -0.360
C 0.01588 -1.57827 -0.25600 -1.818 -2.407 2.316 -0.678
N -2.54632 0.95223 -0.10417 -0.401 1.422 -0.430 -0.581
N -0.38720 0.81036 0.54292 3.398 -2.652 1.665 -0.160
N 0.74341 -0.74230 0.67214 -2.552 3.703 -0.854 -0.143
H 2.77820 1.82310 -0.23295 -0.307 -0.820 -1.111 0.384
H 2.64243 -0.95722 0.08615 0.910 0.976 0.419 0.449
H 0.39181 2.62032 0.53550 0.851 -0.504 -1.442 0.383
H 0.20750 1.86080 -1.21987 -0.146 0.323 1.028 0.280
H -2.06810 -1.89152 0.69290 1.572 1.749 -1.167 0.295
H -2.17693 -1.43782 -1.00318 1.403 0.260 0.885 0.293
H 0.21270 -2.64442 -0.05492 -0.341 0.239 0.455 0.412
H 0.51490 -1.48187 -1.13112 0.640 0.978 -3.344 0.412
H -2.44304 2.00982 -0.00858 0.095 -1.904 0.153 0.263
H 0.76126 -1.05520 1.61353 -0.224 -0.130 1.230 0.278